[1]
# C4H9Cl

A 2-piece molecular cluster, C4H9Cl overall at a distorted geometry (ωB97M-V with the def2-TZVPD basis set, OMol25).

Structure (XYZ):
```
14
Properties=species:S:1:pos:R:3
C -1.866 0.186 -0.583
C 1.309 0.226 -0.619
C 0.306 -0.330 1.799
C 0.270 0.515 0.493
Cl 0.190 2.273 0.821
H -1.609 0.619 -1.560
H -1.942 -0.921 -0.513
H -2.376 0.643 0.250
H 2.234 -0.131 -0.173
H 1.008 -0.701 -1.353
H 1.351 1.074 -1.247
H 0.103 -1.350 1.541
H -0.479 0.030 2.373
H 1.233 -0.183 2.453
```

## Properties
Energy relative to the best compared isomer or geometry (same formula, charge and spin), kJ/mol: 349.7
Orbital gap (alpha / beta), Ha: 0.3184 / 0.3183
Net charge: 0
DFT total energy, eV: -16813.1234

=====

[2]
# C16H60F6N29O20S2

A 17-piece molecular cluster, C16H60F6N29O20S2 overall at a distorted geometry (ωB97M-V with the def2-TZVPD basis set, OMol25).

Structure (XYZ):
```
133
Properties=species:S:1:pos:R:3
C -2.484 0.515 -0.423
F -3.289 0.332 -1.449
F -2.598 1.671 0.218
F -2.878 -0.307 0.611
S -0.695 0.117 -0.868
O -0.853 -1.246 -1.448
O -0.278 1.141 -1.849
N 0.103 0.239 0.676
S 1.371 -0.670 0.375
O 1.139 -2.088 0.685
O 2.012 -0.434 -0.897
C 2.661 -0.063 1.682
F 2.919 1.251 1.657
F 2.092 -0.463 2.880
F 3.837 -0.676 1.390
C 2.067 2.484 5.369
O 2.811 2.575 4.455
N 1.644 1.335 5.893
N 1.672 3.521 6.108
H 1.960 0.473 5.471
H 0.836 1.348 6.498
H 0.816 3.529 6.643
H 2.027 4.436 5.869
C -3.858 4.306 2.808
O -3.634 4.188 3.981
N -2.978 4.425 1.865
N -5.034 4.741 2.386
H -3.197 4.405 0.879
H -2.019 4.607 2.122
H -5.866 4.771 2.959
H -5.050 4.673 1.379
C -0.427 -5.712 -1.367
O -0.407 -4.812 -2.213
N -1.154 -6.722 -1.418
N 0.456 -5.663 -0.338
H -1.184 -7.415 -0.685
H -1.779 -6.936 -2.183
H 0.331 -6.202 0.507
H 1.068 -4.865 -0.428
C -1.081 0.000 4.006
O -1.399 -0.029 5.170
N -0.473 1.021 3.511
N -1.175 -0.986 3.116
H -0.301 1.962 3.834
H -0.211 0.684 2.595
H -1.589 -1.872 3.371
H -0.702 -0.839 2.236
C -3.835 -3.719 -3.550
O -4.976 -3.265 -3.754
N -3.448 -4.934 -3.268
N -2.879 -2.820 -3.446
H -2.461 -5.146 -3.296
H -4.114 -5.692 -3.221
H -3.317 -1.910 -3.421
H -1.932 -2.948 -3.775
C 5.850 -0.452 -3.002
O 6.978 -0.704 -3.409
N 4.879 -0.118 -3.823
N 5.497 -0.383 -1.730
H 3.946 0.089 -3.495
H 5.112 -0.305 -4.787
H 6.263 -0.623 -1.117
H 4.532 -0.490 -1.451
C 5.956 0.473 4.222
O 6.644 -0.471 4.426
N 5.089 0.691 5.090
N 5.893 1.375 3.244
H 5.087 0.019 5.844
H 4.159 0.975 4.819
H 5.057 1.931 3.351
H 6.591 1.360 2.514
C -1.032 3.359 -5.014
O -1.987 2.862 -5.604
N -0.111 4.033 -5.637
N -1.005 3.285 -3.702
H 0.517 4.490 -4.991
H 0.052 3.914 -6.626
H -0.232 3.351 -3.054
H -1.846 2.795 -3.434
C 0.719 -2.392 -4.819
O 0.104 -3.484 -4.887
N 0.291 -1.319 -4.211
N 1.861 -2.251 -5.450
H -0.421 -1.406 -3.499
H 0.990 -0.602 -4.082
H 2.438 -1.425 -5.526
H 2.305 -3.149 -5.573
C -3.578 -3.854 0.476
O -3.755 -5.058 0.381
N -2.682 -3.088 -0.052
N -4.381 -3.144 1.261
H -2.879 -2.102 0.043
H -2.030 -3.383 -0.765
H -5.103 -3.567 1.826
H -3.907 -2.295 1.530
C 2.586 -3.600 4.002
O 3.592 -4.193 4.344
N 2.038 -3.873 2.853
N 2.111 -2.602 4.592
H 2.656 -4.532 2.402
H 1.318 -3.290 2.449
H 1.360 -2.069 4.176
H 2.410 -2.424 5.540
C -6.724 -1.404 -1.062
O -7.571 -1.064 -1.945
N -5.750 -0.695 -0.640
N -6.777 -2.532 -0.378
H -5.358 -0.787 0.286
H -5.754 0.237 -1.029
H -6.089 -2.695 0.344
H -7.419 -3.264 -0.644
C 0.712 4.525 1.192
O 0.446 5.683 0.760
N 0.992 4.244 2.429
N 0.645 3.500 0.386
H 1.104 3.246 2.538
H 0.906 5.027 3.061
H 0.293 3.605 -0.555
H 0.864 2.586 0.756
C 2.474 2.464 -3.702
O 2.522 1.317 -4.158
N 1.781 2.932 -2.682
N 3.090 3.429 -4.230
H 1.917 3.881 -2.366
H 1.340 2.274 -2.055
H 3.796 3.288 -4.939
H 3.111 4.321 -3.757
O 4.591 3.840 -0.077
H 4.021 3.072 -0.040
H 5.478 3.483 -0.031
O -5.371 2.376 -2.051
H -6.303 2.579 -2.137
H -5.164 1.863 -2.832
```

## Properties
Expectation value of S²: 0.77
Orbital gap (alpha / beta), Ha: 0.3116 / 0.1033
2S+1: 2
Net charge: 0
DFT total energy, eV: -139706.7564